The following is a DFT calculation (wB97M-V/def2-TZVPD) of H8NaO4 as an isolated structure.

Properties
- electronic energy (hartree) = -467.90947
- strongest force on any atom (eV Å⁻¹) = 0.84
- frontier orbital gap (eV) = 12.29
- net charge = +1
- relative energy (zero: lowest compared OMol25 entry of this formula, charge and spin) (kJ/mol) = 27.16
- highest occupied orbital energy (eV) = -15.790

Structure (XYZ):
```
13
Properties=species:S:1:pos:R:3:forces:R:3
Na -0.090 -0.146 0.045 0.1 0.2 -0.2
O 1.655 -0.680 1.962 -0.6 0.1 -0.5
H 1.536 -1.629 1.907 0.1 -0.4 0.3
H 2.594 -0.548 1.837 0.4 0.1 0.0
O 0.943 -1.342 -2.059 -0.3 0.2 0.6
H 1.458 -2.147 -2.009 0.1 -0.3 0.0
H 1.404 -0.801 -2.700 0.1 0.2 -0.3
O -0.598 1.635 1.491 0.0 -0.3 -0.3
H -1.222 1.445 2.192 -0.2 -0.1 0.3
H -0.457 2.580 1.545 0.1 0.3 -0.1
O -2.029 0.463 -1.350 0.4 -0.2 0.3
H -2.773 -0.136 -1.284 -0.3 -0.2 -0.1
H -2.420 1.306 -1.578 0.0 0.3 -0.1
```
Forces are in eV/Å.